The following is a DFT calculation (the ωB97M-V functional and the def2-TZVPD basis) of 2 unconnected molecules or ions with the total composition C6H11N2S.

ΔE to the lowest compared entry with this formula, charge and spin	37.3	kcal/mol
total charge	+1

Each line ends with the Mulliken charge.
Positions of all 20 atoms, in Å:
C  2.199  1.221  0.544  -0.557
C  3.024  0.147  0.613  -0.209
C  0.937  1.002  -0.058  0.818
C  1.407  -1.327  -0.105  0.589
C  0.017  2.120  -0.461  -1.170
C  0.758  -2.739  -0.290  -0.955
N  2.521  -1.076  0.520  -0.428
N  0.583  -0.259  -0.441  -0.024
S  -3.241  -0.100  0.298  -0.419
H  2.743  2.139  0.838  0.352
H  3.996  0.186  1.033  0.445
H  0.154  3.012  0.274  0.334
H  -1.005  1.937  -0.474  0.350
H  0.332  2.315  -1.447  0.346
H  -0.290  -2.536  -0.492  0.285
H  0.707  -3.151  0.667  0.350
H  1.405  -3.293  -0.947  0.313
H  -4.122  0.216  -0.725  0.218
H  -0.287  -0.457  -0.805  0.172
H  -3.531  0.757  1.234  0.191

The following is a DFT calculation (the ωB97M-V functional and the def2-TZVPD basis) of a gas-phase ion, C6H11N2S2 (charge +1).

ΔE to the lowest compared entry with this formula, charge and spin	74.9	kcal/mol
total charge	+1
SMILES	N[C@@]1(S)CC=C(S)C=C1[NH3+]

Each line ends with the Mulliken charge.
Positions of all 21 atoms, in Å:
C  1.458  -1.050  -0.490  -0.227
C  1.601  1.018  0.741  -0.705
C  2.241  0.113  -0.009  0.470
C  0.157  -0.965  -0.595  -0.391
C  0.105  1.063  1.028  -0.855
C  -0.730  0.466  -0.044  0.091
N  -0.888  -1.776  -1.146  -0.162
N  -2.081  -0.166  0.200  -0.605
S  3.940  0.123  -0.457  -0.242
S  -1.116  1.655  -1.450  -0.166
H  2.091  -1.890  -0.760  0.405
H  2.105  1.757  1.156  0.600
H  0.027  0.454  1.902  0.275
H  0.032  2.164  1.233  0.365
H  -0.509  -2.708  -1.053  0.337
H  -1.242  -1.523  -2.086  0.347
H  -2.725  0.585  0.062  0.302
H  -2.086  -0.367  1.183  0.270
H  -1.663  -1.373  -0.366  0.503
H  4.065  1.497  -0.472  0.185
H  0.098  2.234  -1.576  0.204

The following is a DFT calculation (the ωB97M-V functional and the def2-TZVPD basis) of a molecular structure, C6H11N3.

ΔE to the lowest compared entry with this formula, charge and spin	82.4	kcal/mol

Each line ends with the Mulliken charge.
Positions of all 20 atoms, in Å:
C  -0.822  -2.006  0.017  -1.550
C  -0.547  -0.547  0.096  0.798
C  -0.415  1.477  0.239  -0.264
C  0.090  0.314  1.203  -0.310
C  0.590  1.317  -0.925  0.009
C  0.551  -0.145  -1.022  -0.552
H  -1.341  -2.249  -0.911  0.377
H  -0.033  -2.720  0.043  0.358
H  -1.434  -2.300  0.909  0.327
H  -1.825  0.697  -1.019  0.378
H  -0.596  2.594  0.412  0.374
H  -0.639  0.436  1.970  0.422
H  1.618  0.584  2.705  0.284
H  1.605  -0.862  1.954  0.241
H  1.463  2.030  -0.953  0.388
H  0.521  0.674  -2.945  0.239
H  1.423  -0.675  -1.330  0.500
N  -1.576  0.586  -0.048  -0.705
N  1.426  0.103  1.729  -0.617
N  -0.060  0.692  -2.122  -0.696

The following is a DFT calculation (the ωB97M-V functional and the def2-TZVPD basis) of a molecular structure, C6H11N3O.

ΔE to the lowest compared entry with this formula, charge and spin	58.3	kcal/mol

Each line ends with the Mulliken charge.
Positions of all 21 atoms, in Å:
N  1.566  1.369  -0.702  -0.674
C  0.812  0.196  -0.391  0.148
C  1.099  -1.163  -1.077  -0.613
C  0.314  -1.692  0.148  -0.320
C  0.987  -0.562  0.952  -0.578
N  -1.050  -1.149  -0.045  -0.596
C  -0.746  0.221  -0.510  0.239
C  -1.429  1.234  0.368  0.035
N  -1.222  2.459  0.582  -0.734
H  1.413  1.643  -1.669  0.270
H  1.259  2.149  -0.123  0.339
H  0.675  -1.339  -2.076  0.283
H  2.166  -1.413  -1.053  0.347
H  0.323  -2.739  0.464  0.480
H  2.043  -0.762  1.163  0.360
H  0.475  -0.185  1.849  0.271
H  -1.560  -1.679  -0.746  0.232
H  -1.051  0.410  -1.549  0.422
O  -2.206  0.691  1.512  -0.609
H  -1.782  2.588  1.557  0.309
H  -2.084  -0.276  1.345  0.390

The records above give, respectively, frontier orbital gap values of 8.6, 8.7, 9.8, 10.0 eV.